Record 1
ORCA calculation (ωB97M-V/def2-TZVPD) on a cluster of 2 separate species, C6H16NO in total at a distorted geometry.

The geometry in ORCA input format:
```
! wB97M-V def2-TZVPD RIJCOSX def2/J DEFGRID3
* xyz 1 1
C 1.2490 -0.3200 -1.5973
C 0.6721 -1.6747 -1.0274
C -0.4514 -1.2466 -0.0899
C -0.1537 -0.1570 0.8624
C 0.5624 -0.7460 2.1834
C 0.4015 -0.0630 3.2859
N 0.1275 0.8668 -1.9252
H 1.9036 0.2060 -0.8185
H 1.8435 -0.4810 -2.5107
H 1.4950 -2.2393 -0.6087
H 0.3360 -2.4211 -1.7815
H -0.8648 -2.0833 0.5005
H -1.2685 -0.9832 -0.7839
H 0.2143 0.7579 0.3984
H -1.0081 0.3236 1.2410
H 1.1863 -1.5855 1.8456
H 0.6470 -0.6137 4.1853
H -0.2040 0.8564 3.5190
H -0.5205 0.9394 -1.1163
H -0.3484 0.6022 -2.8028
H 0.5228 1.8981 -1.9198
H -2.1613 2.3048 0.0756
H -2.3546 2.6629 -1.4203
O -1.7488 2.3790 -0.7787
*
```

## Properties
HOMO energy	-13.1	eV
molecular weight	118.20	g/mol
energy above the lowest of the compared OMol25 structures with the same formula, charge and spin	66.3	kcal per mole
orbital gap	9.765	eV
E_tot	-367.87679	hartree

---

Record 2
ORCA calculation (ωB97M-V/def2-TZVPD) on a cluster of 2 separate species, C6H16NO in total at a distorted geometry.

The geometry in ORCA input format:
```
! wB97M-V def2-TZVPD RIJCOSX def2/J DEFGRID3
* xyz 1 1
C 1.2473 1.0555 -1.4047
C -0.2091 1.4503 -1.5047
C -1.0613 0.9606 -0.3357
C -1.7059 -2.7586 0.7109
C -1.3970 -1.2852 0.7608
C -1.2879 -0.5141 -0.3178
N 1.8305 1.5742 -0.0748
H 1.3719 -0.0215 -1.4224
H 1.8775 1.5208 -2.1622
H -0.3305 2.5311 -1.6364
H -0.5385 1.0475 -2.4615
H -0.8021 1.4363 0.6170
H -2.0377 1.4168 -0.4985
H -1.6626 -3.1829 1.7091
H -2.7186 -2.9335 0.3541
H -1.0646 -3.3083 0.0834
H -1.3169 -0.8695 1.7621
H -1.3203 -1.0388 -1.2724
H 1.3382 2.4583 0.0179
H 2.8465 1.6170 -0.0958
H 1.5758 0.9510 0.7087
H 2.2677 -1.1845 1.7516
H 1.3632 -0.5287 2.7964
O 1.7346 -0.3937 1.9149
*
```

## Properties
HOMO energy	-12.4	eV
molecular weight	118.20	g/mol
energy above the lowest of the compared OMol25 structures with the same formula, charge and spin	19.7	kcal per mole
orbital gap	9.269	eV
E_tot	-367.95111	hartree

---

Record 3
ORCA calculation (ωB97M-V/def2-TZVPD) on a cluster of 2 separate species, C6H16NO in total at a distorted geometry.

The geometry in ORCA input format:
```
! wB97M-V def2-TZVPD RIJCOSX def2/J DEFGRID3
* xyz 1 1
C -2.0844 0.4759 0.2459
C -1.7071 -0.7679 -0.4476
C -0.7498 -1.0256 -1.5543
C 2.6172 0.9191 -1.0270
C 1.1377 0.5817 -1.1337
C 0.6714 -0.6781 -1.3326
N -0.9134 0.8619 1.2533
H -2.2985 1.3387 -0.4606
H -2.9342 0.3577 0.9602
H -1.3985 -1.7193 0.2678
H -2.6884 -1.3310 -0.7771
H -0.8936 -1.9919 -2.1364
H -0.9737 -0.4336 -2.4928
H 3.3373 0.1716 -1.4481
H 3.0261 2.0044 -1.3346
H 2.8856 0.8171 -0.0367
H 0.5023 1.3684 -0.9685
H 1.3139 -1.5316 -1.1456
H -1.1313 0.4846 2.1478
H -0.8743 1.8964 1.4282
H -0.0087 0.3347 0.9917
H 1.6497 -0.1826 3.1983
H 0.6294 -1.3836 3.0448
O 0.8854 -0.5672 2.7575
*
```

## Properties
HOMO energy	-12.6	eV
molecular weight	118.20	g/mol
energy above the lowest of the compared OMol25 structures with the same formula, charge and spin	71.0	kcal per mole
orbital gap	9.463	eV
E_tot	-367.86932	hartree

---

Record 4
ORCA calculation (ωB97M-V/def2-TZVPD) on a cluster of 2 separate species, C6H16NO in total at a distorted geometry.

The geometry in ORCA input format:
```
! wB97M-V def2-TZVPD RIJCOSX def2/J DEFGRID3
* xyz 1 1
C -0.2934 0.2177 1.9231
C 0.6212 -0.8904 1.5735
C 0.0640 -1.9159 0.6746
C -0.6919 -0.7279 -2.8574
C -0.6178 -1.0359 -1.4281
C 0.3342 -1.6328 -0.7852
N -0.7725 1.0877 0.7286
H -1.3585 0.1057 2.3971
H 0.3888 0.9997 2.6725
H 1.5753 -0.5655 1.1232
H 0.9148 -1.3103 2.6336
H 0.2975 -3.0177 0.7108
H -1.0676 -1.9592 0.6997
H -1.2756 -1.3934 -3.5063
H -1.0250 0.2270 -3.1701
H 0.2565 -0.6575 -3.3553
H -1.5491 -0.7196 -0.9554
H 1.2189 -1.8235 -1.3037
H -0.0631 1.9118 0.4974
H -1.7712 1.3980 1.0453
H -0.8586 0.6180 -0.1274
H 1.5822 3.8012 -0.6719
H 1.6808 3.8666 0.8837
O 1.2454 3.3520 0.0905
*
```

## Properties
HOMO energy	-13.2	eV
molecular weight	118.20	g/mol
energy above the lowest of the compared OMol25 structures with the same formula, charge and spin	67.5	kcal per mole
orbital gap	10.026	eV
E_tot	-367.87489	hartree

---

Record 5
ORCA calculation (ωB97M-V/def2-TZVPD) on a cluster of 2 separate species, C6H16NO in total at a distorted geometry.

The geometry in ORCA input format:
```
! wB97M-V def2-TZVPD RIJCOSX def2/J DEFGRID3
* xyz 1 1
C 1.0188 -1.8768 -0.6386
C 0.2534 -1.1482 -1.4596
O -0.8719 -0.4171 -0.9551
C 0.3696 -1.2805 -2.9645
H 1.5451 -2.7309 -1.0030
H 1.1060 -1.7044 0.4539
H -1.4071 -0.1562 -1.7120
H 1.1355 -2.0354 -3.1556
H -0.6087 -1.6321 -3.3405
H 0.6400 -0.3216 -3.4444
C -1.9951 1.4535 1.7046
C -0.5563 1.7609 1.4248
N 0.2264 0.4817 1.3851
C 1.6957 0.6777 1.2066
H -2.0317 1.0035 2.7202
H -2.5342 2.3956 1.8142
H -2.4248 0.7497 0.9797
H -0.5203 2.2805 0.4576
H -0.0465 2.3647 2.2021
H -0.1382 -0.0533 0.5706
H -0.0451 -0.0307 2.2596
H 1.8205 1.0024 0.1802
H 2.2772 -0.2111 1.4435
H 1.9048 1.5243 1.8786
*
```

## Properties
HOMO energy	-12.9	eV
molecular weight	118.20	g/mol
energy above the lowest of the compared OMol25 structures with the same formula, charge and spin	35.1	kcal per mole
orbital gap	10.163	eV
E_tot	-367.92649	hartree

---

Record 6
ORCA calculation (ωB97M-V/def2-TZVPD) on a cluster of 2 separate species, C6H16NO in total at a distorted geometry.

The geometry in ORCA input format:
```
! wB97M-V def2-TZVPD RIJCOSX def2/J DEFGRID3
* xyz 2 2
C -0.2964 1.3953 0.5952
C -1.3706 0.2859 0.3461
C -0.9643 -0.7173 -0.8291
C 0.1684 -1.7826 -0.4078
C 0.3580 -2.1078 1.0267
C -0.7182 -2.5314 1.6802
N 0.0324 2.2368 -0.6638
H -0.6104 2.1579 1.2690
H 0.6261 0.9959 1.1102
H -2.3080 0.8535 0.0506
H -1.4376 -0.2147 1.2542
H -0.7375 -0.1880 -1.7725
H -1.7485 -1.4190 -0.9336
H 0.1521 -2.6697 -1.1449
H 1.0776 -1.1611 -0.7710
H 1.3177 -1.7442 1.4619
H -0.6725 -2.8542 2.7382
H -1.6979 -2.8813 1.1941
H 0.4268 3.0894 -0.3900
H -0.9081 2.5542 -1.1118
H 0.6127 1.5906 -1.3502
H 2.9070 1.6083 -1.9568
H 3.1910 1.6656 -0.3291
O 2.6002 1.8380 -1.0659
*
```

## Properties
HOMO energy (spin up / spin down)	-19.1 / -19.1	eV
molecular weight	118.20	g/mol
energy above the lowest of the compared OMol25 structures with the same formula, charge and spin	62.1	kcal per mole
orbital gap (spin up / spin down)	10.800 / 6.517	eV
E_tot	-367.41585	hartree

---

Record 7
ORCA calculation (ωB97M-V/def2-TZVPD) on a cluster of 3 separate species, C6H16NO3 in total at a distorted geometry.

The geometry in ORCA input format:
```
! wB97M-V def2-TZVPD RIJCOSX def2/J DEFGRID3
* xyz -1 1
C 1.8715 0.2859 -1.7255
O 1.3505 0.8658 -2.7267
C 0.7029 0.1181 -0.6499
C 0.8095 0.6498 0.8465
C 0.2938 -0.1996 1.8451
C -0.4641 0.2902 2.7592
C 0.7945 -1.6897 1.9134
N -0.4374 0.8990 -1.2642
H 2.8292 0.6395 -1.3544
H 2.2624 -0.6751 -2.1350
H 0.4708 -1.0073 -0.4704
H 0.2231 1.5635 0.8427
H 1.9655 0.9965 1.0660
H -1.0060 -0.4289 3.4024
H -0.7188 1.3028 2.8642
H 1.7164 -1.8065 1.1642
H -0.1184 -2.2996 1.7474
H 1.1150 -1.7117 2.9946
H -0.0824 1.8604 -1.3826
H -0.3480 0.7553 -2.3596
H -1.6060 -0.4576 -1.0192
H -0.9190 -1.5810 -1.5122
O -1.7757 -1.4102 -1.1255
H -1.8671 1.0832 0.4295
H -1.9539 -0.0990 1.2304
O -2.4435 0.3999 0.5283
*
```

## Properties
HOMO energy	-2.9	eV
molecular weight	150.20	g/mol
energy above the lowest of the compared OMol25 structures with the same formula, charge and spin	88.6	kcal per mole
orbital gap	6.287	eV
E_tot	-518.55726	hartree

---

Record 8
ORCA calculation (ωB97M-V/def2-TZVPD) on a cluster of 2 separate species, C6H16NOP in total at a distorted geometry.

The geometry in ORCA input format:
```
! wB97M-V def2-TZVPD RIJCOSX def2/J DEFGRID3
* xyz 0 1
C -2.7549 -0.0379 -0.8992
C -1.8170 1.3129 1.0182
C 1.7447 -0.9611 1.3210
C 2.4083 1.2130 0.5816
C 0.5309 -1.6243 -1.8057
C -1.8446 0.0700 0.2297
N 1.7720 -0.0342 0.1996
O 0.7207 1.1012 -1.8268
P 0.5538 -0.0329 -0.8826
H -2.5474 -1.0132 -1.3110
H -3.7448 0.1603 -0.5837
H -2.5465 0.7007 -1.6264
H -2.4558 1.3018 1.9121
H -1.9671 2.2581 0.4961
H -0.8383 1.2383 1.4048
H 2.4134 -1.7867 0.9949
H 2.0634 -0.6252 2.2716
H 0.7302 -1.4442 1.5208
H 2.3738 1.8724 -0.2165
H 2.0858 1.7509 1.4390
H 3.4788 0.8774 0.7192
H -0.5999 -1.6783 -2.0354
H 1.2029 -1.4068 -2.5953
H 0.8770 -2.3995 -1.1393
H -1.8394 -0.8129 0.8130
*
```

## Properties
HOMO energy	-7.5	eV
molecular weight	149.17	g/mol
energy above the lowest of the compared OMol25 structures with the same formula, charge and spin	54.3	kcal per mole
orbital gap	8.266	eV
E_tot	-709.48111	hartree

---

Record 9
ORCA calculation (ωB97M-V/def2-TZVPD) on a cluster of 2 separate species, C6H16NS in total at a distorted geometry.

The geometry in ORCA input format:
```
! wB97M-V def2-TZVPD RIJCOSX def2/J DEFGRID3
* xyz 1 1
C -0.6145 1.9863 2.9991
C 0.6292 -0.7914 -3.0285
C 0.0454 -2.4116 -1.1936
C 0.2263 1.2816 -1.1287
C -0.6881 0.7613 2.1365
C 0.3540 -1.0459 -1.6259
N 0.1254 -0.1418 -0.7522
S 0.7451 -0.2757 1.8555
H -0.0264 2.7371 2.4443
H -1.6187 2.4192 3.0270
H -0.1476 1.8122 3.9810
H 0.9374 0.2072 -3.2186
H -0.2865 -0.9746 -3.6144
H 1.3383 -1.4913 -3.5024
H 0.2946 -3.1542 -1.8939
H -1.0175 -2.4510 -1.1647
H 0.2523 -2.5846 -0.1379
H -0.3611 1.4598 -2.1156
H -0.1608 2.0481 -0.3333
H 1.2733 1.5462 -1.1370
H -0.9263 1.0538 1.0543
H -1.4134 0.0916 2.6905
H 0.0886 -1.3047 1.5532
H 0.9511 -0.7777 3.1054
*
```

## Properties
HOMO energy	-13.4	eV
molecular weight	134.27	g/mol
energy above the lowest of the compared OMol25 structures with the same formula, charge and spin	61.2	kcal per mole
orbital gap	10.195	eV
E_tot	-690.81397	hartree

---

Record 10
ORCA calculation (ωB97M-V/def2-TZVPD) on a cluster of 2 separate species, C6H16O in total at a distorted geometry.

The geometry in ORCA input format:
```
! wB97M-V def2-TZVPD RIJCOSX def2/J DEFGRID3
* xyz 1 2
C -0.6327 1.9253 1.1124
C -1.3091 3.2714 0.9087
O -1.3973 0.8273 0.5512
H 0.3279 1.8725 0.6119
H -0.4120 1.7200 2.1486
H -0.9795 3.7303 -0.0140
H -1.9968 0.4815 1.2170
H -1.2092 3.9076 1.7843
H -2.3821 3.0817 0.7328
C 0.3992 -1.3832 -0.2377
C 1.6367 -0.6637 0.1708
C -0.1571 -0.9837 -1.6073
C 0.7930 -2.9071 -0.7157
H -0.3085 -1.3341 0.5767
H 1.7743 0.2202 -0.4658
H 0.5663 -1.0143 -2.4218
H -1.0861 -1.5150 -1.7987
H -0.3642 0.0930 -1.5326
H 0.4630 -3.4159 0.2052
H 0.2201 -3.3040 -1.5422
H 2.5574 -1.2194 -0.0498
H 1.6372 -0.3632 1.2203
H 1.8597 -3.0271 -0.8544
*
```

## Properties
HOMO energy (spin up / spin down)	-14.2 / -14.1	eV
molecular weight	104.19	g/mol
energy above the lowest of the compared OMol25 structures with the same formula, charge and spin	19.2	kcal per mole
orbital gap (spin up / spin down)	11.445 / 4.846	eV
E_tot	-313.03743	hartree

---

Record 11
ORCA calculation (ωB97M-V/def2-TZVPD) on a cluster of 3 separate species, C6H16O2 in total at a distorted geometry.

The geometry in ORCA input format:
```
! wB97M-V def2-TZVPD RIJCOSX def2/J DEFGRID3
* xyz 0 1
C 1.1471 -1.8742 0.2890
C 0.2582 -1.9925 -0.7241
C 0.6488 -2.0209 -2.1613
H 0.8808 -2.2142 1.2821
H 2.2068 -1.8629 0.0676
H -0.7627 -2.2781 -0.5104
H 1.6638 -1.6580 -2.3074
H 0.5840 -3.0464 -2.5335
H -0.0338 -1.4127 -2.7533
C -0.8720 2.1327 2.3272
C 0.0333 0.9099 2.3199
O 0.6831 0.8135 1.0641
H -1.3628 2.2334 3.2946
H -1.6345 2.0389 1.5543
H -0.2851 3.0287 2.1291
H 0.7855 0.9924 3.1161
H -0.5646 0.0067 2.5078
H 1.0309 -0.1874 0.8854
C -0.7921 1.1832 -1.9850
O -0.9621 0.3200 -0.8878
H 0.2340 1.1548 -2.3701
H -1.0340 2.2178 -1.7159
H -1.4758 0.8697 -2.7767
H -0.3768 0.6456 -0.1118
*
```

## Properties
HOMO energy	-9.2	eV
molecular weight	120.19	g/mol
energy above the lowest of the compared OMol25 structures with the same formula, charge and spin	43.1	kcal per mole
orbital gap	10.262	eV
E_tot	-388.61209	hartree

---

Record 12
ORCA calculation (ωB97M-V/def2-TZVPD) on a cluster of 4 separate species, C6H16O6 in total at a distorted geometry.

The geometry in ORCA input format:
```
! wB97M-V def2-TZVPD RIJCOSX def2/J DEFGRID3
* xyz 0 1
O 2.1651 0.0582 -1.3175
C 1.9527 0.7794 -0.3993
O 1.0456 0.5700 0.5547
C 0.9496 1.7238 1.3391
C 2.2987 2.4307 1.0733
O 2.6413 1.9063 -0.2183
H 0.0881 2.3384 1.0415
H 0.7997 1.4473 2.3914
H 3.1031 2.2155 1.7715
H 2.1433 3.4973 1.0109
C -1.3262 -1.8196 -1.4257
O -0.3006 -2.7804 -1.4176
H -2.2345 -2.2148 -0.9472
H -1.1625 -0.9851 -0.7201
H -1.5462 -1.3835 -2.3847
H 0.2803 -2.6794 -2.1957
C -0.3389 -2.4964 1.7682
O -1.3785 -1.8053 2.4457
H 0.2524 -1.7049 1.3513
H 0.1559 -3.2072 2.4170
H -0.6913 -3.0078 0.8850
H -2.0785 -2.4675 2.5660
C -0.9215 1.7423 -1.8384
O -2.1417 1.2698 -1.3601
H -0.6424 2.5495 -1.1774
H -0.1097 0.9711 -1.9011
H -1.0134 2.0854 -2.8499
H -1.9900 0.9669 -0.4626
*
```

## Properties
HOMO energy	-9.9	eV
molecular weight	184.19	g/mol
orbital gap	10.535	eV
E_tot	-689.58756	hartree